Record 1
165
Properties=species:S:1:pos:R:3 method="wB97M-V/def2-TZVPD" e_above_lowest_ev=7.722 e_homo_ev=-11.06 lumo_ev=0.1 smiles="CCOC(=O)C(F)(F)F.CCOC(=O)C(F)(F)F.CCOC(=O)C(F)(F)F.CCOC(=O)C(F)(F)F.CCOC(=O)C(F)(F)F.CCOC(=O)C(F)(F)F.CCOC(=O)C(F)(F)F.CCOC(=O)C(F)(F)F.CCOC(=O)C(F)(F)F.CCOC(=O)C(F)(F)F.CCOC(=O)C(F)(F)F.O=S1(=O)OCCO1" total_energy_ha=-7438.04368 orbital_gap_ev=11.12
C 8.02705 -1.59782 6.80079
C 7.54251 -1.22305 5.38350
O 7.58547 0.18850 5.16203
C 6.55598 0.94461 5.53838
O 5.48460 0.46244 5.95001
C 6.69056 2.47004 5.17656
F 7.91134 2.98791 5.59585
F 6.36224 2.60833 3.89563
F 5.74903 3.07537 5.90232
H 8.09356 -2.68205 6.89095
H 7.30155 -1.28553 7.55193
H 8.96613 -1.13786 7.10848
H 6.51028 -1.48457 5.15069
H 8.21515 -1.67201 4.65268
C 3.98660 -6.07972 -1.50427
C 4.89745 -5.51927 -0.38282
O 5.97717 -4.86699 -1.06535
C 7.25163 -4.98813 -0.52802
O 7.56699 -5.65169 0.50718
C 8.26213 -4.48749 -1.53478
F 7.62662 -3.60787 -2.34467
F 9.12981 -3.88362 -0.72378
F 8.86002 -5.51077 -2.15095
H 4.45287 -6.87278 -2.08884
H 3.78923 -5.30968 -2.25005
H 3.01300 -6.35332 -1.09762
H 5.21507 -6.31827 0.28711
H 4.40193 -4.75147 0.21134
C 2.10732 -3.93976 7.96015
C 2.50930 -5.25038 8.64832
O 3.74152 -5.84881 8.24484
C 3.86402 -6.47023 7.02871
O 3.00660 -6.72510 6.16840
C 5.33309 -6.98833 6.80349
F 5.92647 -7.05497 7.97845
F 5.28025 -8.16265 6.20625
F 5.94268 -6.12915 6.04488
H 1.10409 -3.54903 8.13032
H 2.08786 -4.26399 6.91967
H 2.82660 -3.16321 8.22039
H 1.68304 -5.93862 8.47019
H 2.45982 -5.08856 9.72511
C 8.06124 2.80869 -2.61714
C 8.91407 3.90208 -3.42172
O 9.76612 4.65550 -2.52018
C 10.46063 5.72501 -3.09303
O 10.35951 6.20886 -4.22613
C 11.48820 6.34039 -2.08116
F 11.82599 5.46156 -1.24663
F 12.61755 6.73804 -2.68468
F 10.94318 7.45770 -1.62514
H 8.56405 1.99058 -2.10141
H 7.38249 2.24187 -3.25442
H 7.40564 3.25680 -1.87050
H 8.24563 4.36794 -4.14578
H 9.63296 3.42442 -4.08740
C -0.99337 8.90760 1.88610
C -2.33481 9.12421 2.74120
O -3.05954 10.24186 2.31823
C -2.77565 11.45827 2.65539
O -1.70144 11.71266 3.28604
C -3.72005 12.57941 2.22533
F -3.13919 13.70160 1.79264
F -4.48500 12.28958 1.21553
F -4.47847 12.88255 3.23008
H -0.37606 9.79684 2.01372
H -1.20881 8.75668 0.82831
H -0.58360 8.02346 2.37445
H -2.11655 9.23327 3.80354
H -2.87092 8.17832 2.66391
C -2.82937 1.45160 -8.26733
C -1.26708 1.37117 -8.20781
O -1.02182 0.01043 -7.91563
C 0.25946 -0.42927 -7.79527
O 1.32554 0.25875 -7.89444
C 0.34591 -1.86454 -7.25498
F -0.66514 -2.13711 -6.44245
F 0.18706 -2.67047 -8.31780
F 1.54693 -2.09260 -6.81453
H -3.26254 0.90938 -7.42682
H -3.26708 1.07473 -9.19171
H -3.20788 2.46772 -8.15635
H -0.83106 1.96585 -7.40510
H -0.73090 1.67487 -9.10690
C -4.60406 -6.87713 14.16102
C -3.22002 -6.94662 13.40881
O -3.41376 -6.95167 11.98550
C -3.83794 -5.79501 11.23551
O -3.80423 -4.71080 11.71968
C -4.35474 -6.14176 9.80985
F -5.68378 -6.28204 9.91311
F -4.11962 -5.09882 8.98706
F -3.86990 -7.20463 9.19561
H -5.02739 -5.87276 14.14913
H -4.49370 -7.11116 15.21987
H -5.26653 -7.58340 13.66061
H -2.73325 -7.88711 13.66693
H -2.46258 -6.39356 13.96425
C -0.83649 -2.21077 1.28980
C -1.42764 -1.36485 0.25373
O -0.95172 -0.03268 0.14116
C 0.01523 0.26432 -0.73482
O 0.62453 -0.60699 -1.37911
C 0.39812 1.79156 -0.86494
F 1.55647 2.01354 -0.25838
F 0.52448 2.16747 -2.13028
F -0.53533 2.55319 -0.29971
H -1.53499 -2.11636 2.12124
H 0.01964 -1.71068 1.74262
H -0.60799 -3.21422 0.93068
H -2.49700 -1.25451 0.43371
H -1.55009 -1.90920 -0.68264
C -10.16280 4.92563 -6.04095
C -9.52890 3.92826 -5.09844
O -8.74519 4.62381 -4.19433
C -7.62638 4.05402 -3.64499
O -7.37823 2.85662 -3.76257
C -6.60687 4.86185 -2.76700
F -5.58629 5.12036 -3.53508
F -7.14437 6.07413 -2.38207
F -6.16131 4.16563 -1.73739
H -11.08058 5.34540 -5.62917
H -10.47483 4.53013 -7.00755
H -9.41066 5.68679 -6.24841
H -8.96868 3.19372 -5.67698
H -10.26690 3.47601 -4.43592
C -8.52476 -3.01535 0.01862
C -9.83364 -2.34967 0.54162
O -9.73340 -2.64825 1.98060
C -10.60097 -3.57115 2.58651
O -11.57722 -4.14993 2.07438
C -10.17394 -3.83108 4.05878
F -8.87576 -3.55224 4.20027
F -10.79534 -2.98126 4.94682
F -10.37245 -5.04395 4.50781
H -7.68944 -3.07544 0.71628
H -8.29719 -2.42367 -0.86807
H -8.67673 -4.08653 -0.11393
H -10.78948 -2.72688 0.17805
H -9.91781 -1.27429 0.38488
C -4.67778 -4.06038 -7.46564
C -4.74077 -5.59105 -7.46438
O -3.64107 -6.01814 -6.71232
C -3.95868 -6.42392 -5.35197
O -5.07634 -6.22769 -4.75605
C -2.75773 -7.11010 -4.64644
F -2.97233 -8.43925 -4.60654
F -1.62977 -6.94624 -5.31801
F -2.75634 -6.73201 -3.40803
H -4.65215 -3.68743 -6.44175
H -5.49957 -3.66328 -8.06151
H -3.74447 -3.71969 -7.91394
H -4.64589 -6.03563 -8.45506
H -5.69045 -5.96448 -7.08128
C 4.93885 9.96000 -9.50011
C 5.77123 8.77468 -10.14826
O 5.58608 7.69688 -9.24318
S 4.04261 7.72400 -8.69571
O 3.85188 7.24173 -7.31410
O 3.15297 7.06029 -9.68297
O 3.86291 9.39117 -8.74762
H 4.48929 10.72783 -10.12974
H 5.60845 10.39888 -8.76043
H 6.79427 9.14985 -10.17554
H 5.33480 8.53206 -11.11716



Record 2
30
Properties=species:S:1:pos:R:3 method="wB97M-V/def2-TZVPD" e_above_lowest_ev=0.000 e_homo_ev="-6.33 / -6.33" lumo_ev="1.0 / 1.0" charge=-1 total_energy_ha=-3036.03864 orbital_gap_ev="7.37 / 7.38"
V -0.59467 0.37405 0.24083
O 1.71756 -1.54387 5.53899
C 1.18949 -1.20323 4.52041
C 1.10473 -2.03019 3.21815
O 1.55468 -3.13571 3.04592
C 0.42515 -1.12989 2.28985
C 0.12226 0.08168 2.85748
O -0.48539 0.92359 2.05735
C 0.52856 0.16784 4.25796
O 0.41208 1.06254 5.05735
O 0.07907 -1.27031 1.04117
S -0.11892 0.30091 -2.96638
C -1.65448 1.15212 -3.08267
C -2.22703 1.07419 -4.39774
N -2.68142 1.02309 -5.45325
C -2.27229 1.88695 -2.12647
S -1.75255 2.23992 -0.50258
C -3.51894 2.52320 -2.48106
N -4.50284 3.05177 -2.75156
C 1.68643 -1.87691 -1.52012
O 0.26231 -1.93601 -1.58103
C -0.37645 -0.75375 -1.47376
O -1.56285 -0.71750 -0.96929
H 2.03624 -2.88826 -1.70465
H 2.00669 -1.54456 -0.53548
H 2.08755 -1.21402 -2.29354
F 2.23305 0.53115 0.66693
C 1.30262 1.17971 -0.12222
F 1.30478 2.48576 0.31030
H 1.69458 1.18574 -1.14088



Record 3
126
Properties=species:S:1:pos:R:3 method="wB97M-V/def2-TZVPD" e_homo_ev=-8.72 lumo_ev=0.2 total_energy_ha=-2311.86392 orbital_gap_ev=8.97
C 0.84018 5.84907 -2.22483
O 0.63880 4.50927 -2.70166
H -0.12719 6.35249 -2.26203
H 1.30059 5.89375 -1.23926
H 1.55856 6.37529 -2.86180
H 0.76187 4.57443 -3.65189
C 3.85596 1.00880 3.74295
O 4.53956 2.25350 3.63467
H 2.83731 1.07312 4.12181
H 3.85789 0.56198 2.74623
H 4.44766 0.29276 4.32208
H 4.91653 2.48823 4.48551
C -3.82165 5.53985 0.85033
O -3.86713 5.48572 -0.55996
H -4.25742 6.43993 1.29746
H -4.41749 4.73672 1.30822
H -2.88108 5.37875 1.37352
H -4.79190 5.30970 -0.75682
C -1.31851 7.59002 0.24782
O -1.32046 8.51734 1.31323
H -0.52887 7.82551 -0.46898
H -1.27256 6.55090 0.56086
H -2.17689 7.76460 -0.41717
H -1.91639 8.19531 1.99399
C 5.32855 -0.57979 -0.20095
O 6.41789 -0.73657 -1.10662
H 4.89503 0.42494 -0.26553
H 4.51121 -1.23801 -0.50711
H 5.53654 -0.80447 0.84929
H 6.93170 0.06661 -0.96093
C -1.27604 2.21401 5.03203
O -2.44056 2.81396 5.62180
H -1.56161 1.35275 4.42748
H -0.78563 2.93653 4.38415
H -0.58160 1.90939 5.82256
H -2.95636 2.06663 5.93822
C 4.50499 5.05783 2.08294
O 3.83199 4.16239 1.23063
H 5.52798 4.71943 2.27128
H 4.48490 6.05215 1.64072
H 4.01581 5.12465 3.06227
H 3.98020 3.26559 1.54812
C 2.10452 -2.38667 2.75715
O 1.15395 -1.41014 3.18689
H 2.56081 -2.80152 3.65124
H 1.60131 -3.12429 2.12845
H 2.87485 -1.85629 2.18459
H 0.73114 -0.99221 2.43151
C -2.06789 1.85331 -2.48201
C -3.18872 1.27311 -1.65321
C -3.15524 -0.20195 -1.41221
O -3.20009 -0.80910 -2.70142
C -2.65463 -2.14310 -2.80264
N -3.32203 2.04590 -0.39193
H -1.12179 1.54703 -2.01026
H -2.13532 2.92856 -2.59288
H -1.90411 1.28057 -3.39966
H -4.16606 1.51201 -2.10546
H -3.99973 -0.62449 -0.85599
H -2.22020 -0.51156 -0.91956
H -3.18824 -2.63015 -3.61012
H -2.74147 -2.71625 -1.87953
H -1.60992 -1.93145 -3.03277
H -4.05841 1.59769 0.15822
H -3.75258 2.95288 -0.54885
C 0.08066 3.74221 1.19908
C 0.07751 2.25163 0.93291
C 1.45220 1.63145 1.04612
O 1.59591 0.23277 0.74394
C 1.51096 0.02008 -0.65972
N -0.96609 1.49774 1.62059
H -0.84134 4.27033 0.97615
H 0.91239 4.21063 0.67471
H 0.26938 3.75638 2.28247
H -0.08705 2.13777 -0.15916
H 1.74775 1.62452 2.10672
H 2.22787 2.21306 0.54335
H 2.24126 0.52889 -1.29262
H 0.51179 0.25374 -1.04428
H 1.65176 -1.05986 -0.74308
H -1.84105 1.80070 1.20087
H -0.77171 0.52070 1.43406
C -6.08056 -4.79166 2.10343
C -5.88185 -3.48644 1.32583
C -4.50120 -3.42909 0.71696
O -3.59199 -3.17499 1.79718
C -2.37203 -2.62265 1.35632
N -6.98842 -3.36825 0.35378
H -7.04203 -4.97011 2.57407
H -5.19619 -4.93652 2.72944
H -6.01214 -5.60503 1.36790
H -6.05198 -2.67851 2.04569
H -4.35696 -2.68562 -0.07148
H -4.21405 -4.41424 0.32546
H -2.06701 -2.86350 0.33274
H -1.59281 -2.95551 2.04102
H -2.38893 -1.52613 1.37435
H -6.70521 -2.92623 -0.51841
H -7.74103 -2.75793 0.64827
C 1.32411 -7.54914 -2.92076
C 2.50120 -6.86657 -2.23946
C 2.21622 -5.39310 -1.87063
O 0.98745 -5.28617 -1.21104
C 0.48099 -3.95806 -1.11653
N 2.85550 -7.64549 -1.01340
H 0.40633 -7.22597 -2.43593
H 1.46982 -8.62729 -2.98911
H 1.27757 -7.32045 -3.99163
H 3.35981 -6.82226 -2.91014
H 2.22339 -4.85137 -2.82574
H 3.03595 -4.99024 -1.26473
H 0.25319 -3.57379 -2.11653
H 1.33210 -3.35599 -0.77014
H -0.35687 -3.95694 -0.43124
H 2.12262 -7.34376 -0.36316
H 3.65608 -7.18657 -0.57519
C 2.86740 -1.75785 -4.41658
C 3.84423 -2.56414 -3.56157
O 4.34201 -3.76203 -4.10949
O 2.27962 -0.80237 -3.54824
H 2.11213 -2.40862 -4.85860
H 3.43529 -1.22295 -5.18299
H 3.30520 -2.83854 -2.64798
H 4.63580 -1.91505 -3.16851
H 5.02871 -3.52819 -4.74382
H 2.25384 0.08568 -3.90573



Record 4
11
Properties=species:S:1:pos:R:3 method="wB97M-V/def2-TZVPD" e_above_lowest_ev=1.779 e_homo_ev=-10.20 lumo_ev=0.9 smiles="[H]/N=C1/COCO1" total_energy_ha=-322.50895 orbital_gap_ev=11.07
N -0.00851 1.74452 1.26107
C -0.01390 0.81238 0.41829
C 0.49194 -0.52665 0.84347
O 0.68034 -1.25358 -0.49656
C -0.26059 -0.71109 -1.31425
O -0.44748 0.79368 -0.84584
H -0.48636 2.55013 0.92679
H 1.46869 -0.51315 1.32070
H -0.23595 -1.08270 1.44179
H 0.07058 -0.68781 -2.35095
H -1.26009 -1.12354 -1.20225



Record 5
10
Properties=species:S:1:pos:R:3 method="wB97M-V/def2-TZVPD" e_above_lowest_ev=2.234 e_homo_ev="-9.88 / -9.23" lumo_ev="-1.4 / -1.8" total_energy_ha=-535.68434 orbital_gap_ev="8.44 / 7.47"
C 0.08031 -0.67473 0.70797
N -3.23207 -0.27693 -2.51009
O -3.96124 -1.14813 -2.42040
O -1.88450 -0.12904 -0.90293
Si -0.34297 -0.02561 -1.05834
H -0.48684 -1.59275 0.91068
H 1.15584 -0.86882 0.88816
H -0.04089 0.16340 1.53819
H 0.01990 -1.01575 -2.23626
H 0.27704 1.20579 -1.04808



Record 6
17
Properties=species:S:1:pos:R:3 method="wB97M-V/def2-TZVPD" e_above_lowest_ev=3.097 e_homo_ev=-8.46 lumo_ev=0.6 total_energy_ha=-380.22285 orbital_gap_ev=9.10
C 2.02072 -1.27219 0.03939
C 1.70652 -0.06198 -0.77505
O 1.05921 -1.44936 1.20319
H 1.24374 -0.73174 1.82106
H 1.88754 -2.19923 -0.51565
H 3.02611 -1.23759 0.46762
H 1.99830 -0.19034 -1.81928
H 2.18440 0.83158 -0.37388
H 0.55048 0.16563 -0.68680
N -1.38115 0.01957 1.23827
C -1.85122 1.27515 -0.63142
O -3.16298 1.47055 -0.29334
N -1.05050 0.56802 0.04000
H -3.60720 2.01005 -0.95271
H -2.37641 -0.13082 1.37682
H -0.76511 -0.79383 1.40354
H -1.48243 1.72654 -1.54174



Record 7
9
Properties=species:S:1:pos:R:3 method="wB97M-V/def2-TZVPD" e_above_lowest_ev=6.332 e_homo_ev=-9.51 lumo_ev=0.7 total_energy_ha=-266.96009 orbital_gap_ev=10.17
O 1.17241 0.61928 -0.89503
C 0.91094 -0.15852 0.10786
C -0.21294 0.35339 0.84594
C -0.91430 -0.23348 -0.36618
O -1.34575 -0.44489 0.99292
H 1.43824 -1.09768 0.27514
H -0.32861 1.42630 0.98012
H -0.08871 0.73182 -1.12655
H -0.63128 -1.19622 -0.81421



Record 8
50
Properties=species:S:1:pos:R:3 method="wB97M-V/def2-TZVPD" e_homo_ev=-9.70 lumo_ev=0.3 total_energy_ha=-1620.57819 orbital_gap_ev=10.04
C -1.18753 1.23010 -0.12073
C 0.26092 1.19359 -0.55050
O 1.02168 2.10835 -0.35966
N 0.70721 0.00796 -1.17646
C 1.63114 -0.77202 -0.34118
C 1.99070 -2.09387 -1.00724
C 3.17309 -2.78179 -0.31986
C 3.09640 -2.78107 1.19530
O 3.60501 -1.52189 1.67389
S 4.13664 -1.51996 3.21306
O 2.97444 -1.41394 4.06329
O 4.80541 -0.06785 3.09673
C 4.40888 0.90162 2.11337
C 5.10227 2.21258 2.43788
C 4.59979 2.81259 3.73629
N 3.48180 3.61954 3.61560
O 5.14274 2.62756 4.79620
H -1.31709 2.00698 0.62874
H -1.82761 1.44398 -0.98159
H -1.48940 0.26707 0.29550
H -0.09640 -0.55496 -1.43821
H 2.53580 -0.17627 -0.21028
H 1.21836 -0.94179 0.66302
H 1.12510 -2.76512 -1.04016
H 2.25944 -1.87912 -2.04520
H 4.09405 -2.26799 -0.61074
H 3.26902 -3.81571 -0.65955
H 2.05977 -2.87112 1.53720
H 3.65674 -3.61472 1.63085
H 4.69668 0.55687 1.12041
H 3.32139 1.02252 2.13329
H 4.91483 2.89365 1.60313
H 6.17696 2.05679 2.52984
H 2.92144 3.44791 2.79065
H 2.90945 3.61547 4.45001
C -7.26570 0.78650 -4.31873
C -5.81765 0.35269 -4.31183
O -5.21914 0.52192 -3.01064
C -5.49610 -0.43502 -2.12744
O -6.15385 -1.42367 -2.32669
O -4.90394 -0.11812 -0.97320
C -5.14113 -1.04829 0.08957
H -7.35736 1.81250 -3.96159
H -7.65963 0.73701 -5.33422
H -7.86783 0.13809 -3.68405
H -5.21421 0.97837 -4.96609
H -5.70952 -0.68627 -4.62044
H -4.89430 -2.06073 -0.22272
H -6.18324 -1.00918 0.40193
H -4.49552 -0.73174 0.90324